Record 1
Formula: C2H25O11
Source: the OMol25 dataset
Level of theory: wB97M-V/def2-TZVPD

Positions of all 38 atoms, in Å:
C1 -0.455 0.677 -1.063
C2 -0.969 -0.689 -0.661
O1 -0.653 -1.032 0.758
H1 -0.905 1.129 -2.010
H2 0.587 0.585 -1.135
H3 -0.542 1.402 -0.208
H4 -0.590 -1.500 -1.281
H5 -2.046 -0.752 -0.557
O2 -1.288 -2.185 3.105
H6 -0.760 -3.012 3.136
H7 -1.010 -1.892 2.261
O3 1.572 2.796 0.764
H8 0.681 2.980 0.683
H9 1.738 1.880 0.942
O4 -2.139 1.128 2.118
H10 -2.980 0.716 2.341
H11 -1.579 0.421 1.724
O5 0.750 -3.261 0.851
H12 0.101 -2.569 0.628
H13 0.768 -3.688 0.029
O6 3.513 0.470 -1.405
H14 2.978 -0.241 -1.822
H15 3.173 1.259 -1.826
O7 1.312 -1.172 -2.877
H16 0.452 -1.085 -2.423
H17 1.744 -1.950 -2.568
O8 -1.066 3.840 0.881
H18 -1.424 3.623 0.055
H19 -1.619 3.419 1.484
O9 1.474 2.430 -2.448
H20 0.816 1.810 -2.103
H21 1.403 3.286 -2.006
O10 -2.451 -3.228 0.254
H22 -3.350 -2.961 0.385
H23 -2.008 -2.408 0.226
O11 1.627 0.174 1.562
H24 0.823 -0.132 1.173
H25 2.331 -0.271 1.036

Calculated values
E_tot ... -25003.627 eV
Total charge ... -1
Molar mass ... 225.211 g mol⁻¹
HOMO level ... -5.90 eV


Record 2
Formula: C2H28CdF6NO18S2
Source: the OMol25 dataset
Level of theory: wB97M-V/def2-TZVPD

Positions of all 58 atoms, in Å:
Cd1 -0.510 2.406 -0.409
C1 -3.012 -0.700 0.065
F1 -3.398 -1.935 0.327
F2 -3.841 -0.115 -0.809
F3 -2.961 -0.051 1.276
S1 -1.248 -0.825 -0.763
O1 -0.786 -2.220 -0.659
O2 -1.480 -0.426 -2.145
N1 -0.399 0.488 0.154
S2 0.258 -0.201 1.424
O3 0.506 0.735 2.488
O4 -0.419 -1.421 1.898
C2 1.993 -0.710 0.869
F4 1.928 -1.822 0.080
F5 2.447 0.339 0.218
F6 2.711 -0.982 1.957
O5 0.448 1.881 4.832
H1 -0.129 1.981 5.589
H2 -0.104 1.480 4.161
O6 4.705 -0.626 3.876
H3 4.882 0.225 3.475
H4 3.832 -0.535 4.257
O7 -2.661 1.509 -4.087
H5 -2.005 1.105 -4.655
H6 -3.269 0.799 -3.881
O8 4.006 2.162 1.479
H7 3.907 2.542 2.352
H8 4.671 1.482 1.587
O9 -2.188 2.332 -1.589
H9 -3.102 2.545 -1.398
H10 -2.201 2.005 -2.488
O10 2.108 -0.576 5.286
H11 2.304 -0.070 6.074
H12 1.590 0.017 4.742
O11 1.412 2.875 0.546
H13 2.215 2.354 0.546
H14 1.581 3.576 1.175
O12 0.716 2.129 -2.118
H15 1.664 2.088 -2.244
H16 0.351 1.775 -2.929
O13 3.391 1.551 -2.060
H17 4.213 1.068 -1.979
H18 3.486 2.289 -1.459
O14 -2.209 -2.949 -3.622
H19 -2.475 -2.042 -3.473
H20 -1.255 -2.936 -3.542
O15 4.714 -3.341 -0.215
H21 4.037 -3.131 0.428
H22 4.604 -4.277 -0.383
O16 0.336 -4.196 1.270
H23 0.336 -3.445 0.676
H24 0.203 -3.815 2.138
O17 -6.631 0.062 -2.277
H25 -6.530 -0.298 -1.396
H26 -7.571 0.011 -2.452
O18 -4.710 -0.654 -4.237
H27 -5.069 -0.254 -3.445
H28 -5.392 -1.257 -4.532

Calculated values
E_tot ... -83405.307 eV
Total charge ... +1
Molar mass ... 644.769 g mol⁻¹
HOMO level ... -12.58 eV


Record 3
Formula: C2H28N2O12
Source: the OMol25 dataset
Level of theory: wB97M-V/def2-TZVPD

Positions of all 44 atoms, in Å:
C1 1.897 3.096 -1.197
N1 1.696 2.876 0.288
C2 0.755 1.899 0.572
N2 -0.073 2.131 1.700
O1 0.479 1.052 -0.250
H1 0.787 3.246 -1.502
H2 2.479 2.297 -1.700
H3 2.416 4.027 -1.232
H4 1.856 3.762 0.775
H5 0.349 2.443 2.585
H6 -0.396 1.232 2.146
O2 0.210 -3.584 -0.984
H7 -0.087 -3.970 -1.823
H8 1.119 -3.891 -0.988
O3 -3.280 -0.521 -0.125
H9 -3.053 -1.324 0.349
H10 -2.988 -0.356 -1.056
O4 3.495 -1.038 -0.483
H11 3.165 -0.173 -0.714
H12 3.770 -1.674 -1.132
O5 4.195 0.652 1.402
H13 3.280 0.427 1.567
H14 4.502 0.155 0.635
O6 0.328 -0.885 1.658
H15 -0.445 -0.579 1.069
H16 1.020 -0.985 0.999
O7 -2.779 -0.815 3.094
H17 -3.107 -0.257 2.372
H18 -2.357 -1.583 2.557
O8 -0.687 0.941 4.000
H19 -1.392 0.287 3.937
H20 0.118 0.410 4.001
O9 -1.380 -2.901 -3.255
H21 -2.151 -2.920 -2.641
H22 -1.258 -1.977 -3.499
O10 -1.650 -2.738 0.866
H23 -1.493 -2.906 -0.076
H24 -0.769 -2.376 1.075
O11 -0.342 0.869 -2.766
H25 0.505 1.066 -3.132
H26 -0.622 0.684 -1.881
O12 -2.905 0.956 -2.404
H27 -2.373 1.313 -3.123
H28 -2.836 1.633 -1.684

Calculated values
E_tot ... -30078.379 eV
SMILES ... CNC(N)=O.O.O.O.O.O.O.O.O.O.O.O
Total charge ... 0
Molar mass ... 272.248 g mol⁻¹
HOMO level ... -10.05 eV


Record 4
Formula: C2H28O20Y
Source: the OMol25 dataset
Level of theory: wB97M-V/def2-TZVPD

Positions of all 51 atoms, in Å:
Y1 14.386 -13.098 -10.964
C1 12.531 -13.705 -12.680
O1 12.397 -12.641 -11.767
O2 11.435 -14.233 -13.178
O3 13.660 -14.294 -12.523
C2 15.827 -11.422 -12.196
O4 16.026 -12.741 -12.238
O5 16.155 -10.808 -13.256
O6 14.976 -11.062 -11.337
O7 15.600 -15.132 -10.774
H1 15.477 -15.757 -11.487
H2 15.554 -15.664 -9.996
O8 15.475 -8.399 -13.914
H3 15.457 -9.302 -13.564
H4 15.156 -7.813 -13.246
O9 13.066 -9.300 -12.220
H5 13.732 -9.917 -11.940
H6 12.199 -9.641 -12.055
O10 14.628 -14.247 -14.989
H7 15.490 -13.814 -14.833
H8 14.249 -14.289 -14.081
O11 14.069 -11.382 -14.562
H9 14.955 -11.150 -14.191
H10 14.150 -12.227 -14.995
O12 15.210 -9.121 -9.646
H11 16.112 -8.773 -9.765
H12 15.084 -9.837 -10.308
O13 18.217 -9.562 -12.078
H13 17.382 -10.013 -12.244
H14 18.001 -8.616 -12.072
O14 17.706 -10.195 -15.240
H15 17.114 -10.459 -14.543
H16 17.818 -9.301 -15.027
O15 18.589 -12.424 -12.062
H17 19.056 -11.680 -12.472
H18 17.623 -12.318 -12.092
O16 13.157 -11.668 -9.347
H19 12.379 -11.303 -9.753
H20 13.419 -11.135 -8.619
O17 15.912 -12.873 -9.207
H21 15.978 -12.954 -8.243
H22 16.416 -12.080 -9.356
O18 17.975 -14.820 -13.263
H23 18.220 -13.870 -13.268
H24 18.184 -15.171 -12.416
O19 18.181 -14.329 -10.063
H25 18.219 -13.557 -10.554
H26 17.596 -14.994 -10.480
O20 16.894 -12.935 -14.883
H27 17.818 -12.936 -15.036
H28 16.685 -12.577 -14.006

Calculated values
E_tot ... -44528.773 eV
Total charge ... -1
Molar mass ... 461.132 g mol⁻¹
HOMO level ... -5.74 eV


Record 5
Formula: C2H2AgF2LiO
Source: the OMol25 dataset
Level of theory: wB97M-V/def2-TZVPD

Positions of all 9 atoms, in Å:
F1 -1.958 0.061 2.332
O1 -4.647 1.290 0.707
Ag1 -2.634 1.440 1.323
Li1 -2.358 -1.427 3.152
C1 -6.035 0.876 0.638
C2 -6.536 1.624 1.610
H1 -7.614 1.198 1.435
F2 -5.994 -0.433 0.532
H2 -6.500 2.711 1.564

Calculated values
E_tot ... -13768.217 eV
Expectation value of S² ... 2.034
Total charge ... +2
Molar mass ... 194.842 g mol⁻¹
2S+1 ... 3
HOMO level (spin up / spin down) ... -20.48 / -20.12 eV


Record 6
Formula: C2H2AgFO
Source: the OMol25 dataset
Level of theory: wB97M-V/def2-TZVPD

Positions of all 7 atoms, in Å:
O1 -1.400 -0.037 -0.615
C1 -0.670 1.029 -0.736
C2 0.405 1.250 0.059
Ag1 -0.259 -1.745 0.210
H1 1.026 2.135 -0.177
H2 -0.739 1.702 -1.613
F1 1.148 0.128 0.471

Calculated values
E_tot ... -10867.281 eV
Total charge ... 0
Molar mass ... 168.903 g mol⁻¹
HOMO level ... -7.52 eV


Record 7
Formula: C2H2AuO2
Source: the OMol25 dataset
Level of theory: wB97M-V/def2-TZVPD

Positions of all 7 atoms, in Å:
H1 1.133 0.860 -1.197
C1 0.501 0.523 -0.356
C2 -0.725 0.795 0.042
H2 -1.304 1.548 -0.497
O1 0.969 -0.966 -0.112
O2 0.629 -1.547 1.165
Au1 -1.204 -1.212 0.955

Calculated values
E_tot ... -9882.750 eV
Expectation value of S² ... 3.771
Total charge ... 0
Molar mass ... 255.003 g mol⁻¹
2S+1 ... 4
HOMO level (spin up / spin down) ... -6.94 / -10.46 eV


Record 8
Formula: C2H2Br2O3
Source: the OMol25 dataset
Level of theory: wB97M-V/def2-TZVPD

Positions of all 9 atoms, in Å:
O1 -0.504 -0.170 0.130
C1 -0.747 0.833 0.721
O2 -0.490 2.005 0.141
Br1 -0.793 3.560 1.015
H1 -1.178 0.887 1.736
O3 1.417 -2.777 -1.333
C2 1.521 -1.627 -1.118
Br2 2.626 -0.954 0.314
H2 1.063 -0.794 -1.652

Calculated values
E_tot ... -148331.886 eV
SMILES ... O=COBr.O=CBr
Total charge ... 0
Molar mass ... 233.843 g mol⁻¹
HOMO level ... -10.49 eV


Record 9
Formula: C2H2Br3ClS
Source: the OMol25 dataset
Level of theory: wB97M-V/def2-TZVPD

Positions of all 9 atoms, in Å:
Br1 0.743 -2.000 -1.285
C1 -0.532 -0.631 -1.342
C2 -1.335 -0.443 -0.303
Br2 -2.335 1.095 0.117
H1 -0.665 0.116 -2.152
H2 -0.989 -1.057 0.563
Cl1 1.627 -0.281 2.591
S1 2.276 1.484 1.808
Br3 1.210 1.718 0.004

Calculated values
E_tot ... -235589.981 eV
SMILES ... Br/C=C/Br.ClSBr
Total charge ... 0
Molar mass ... 333.270 g mol⁻¹
HOMO level ... -9.15 eV


Record 10
Formula: C2H2BrFO
Source: the OMol25 dataset
Level of theory: wB97M-V/def2-TZVPD

Positions of all 7 atoms, in Å:
C1 -1.277 0.710 0.190
C2 1.536 -0.568 -0.201
O1 1.555 -1.696 -0.618
F1 2.635 0.102 0.197
Br1 -2.491 -0.623 -0.315
H1 -0.910 0.615 1.283
H2 -1.049 1.459 -0.537

Calculated values
E_tot ... -76909.792 eV
Total charge ... 0
Molar mass ... 140.939 g mol⁻¹
HOMO level (spin up / spin down) ... -10.46 / -8.69 eV


Record 11
Formula: C2H2BrFO
Source: the OMol25 dataset
Level of theory: wB97M-V/def2-TZVPD

Positions of all 7 atoms, in Å:
C1 1.849 0.776 2.103
C2 0.425 -0.173 -0.240
O1 2.902 0.594 2.562
F1 0.907 1.427 2.658
Br1 1.498 -0.446 -1.795
H1 0.684 -0.955 0.401
H2 0.074 0.795 -0.298

Calculated values
E_tot ... -76909.590 eV
Total charge ... 0
Molar mass ... 140.939 g mol⁻¹
HOMO level (spin up / spin down) ... -10.02 / -8.87 eV


Record 12
Formula: C2H2BrI
Source: the OMol25 dataset
Level of theory: wB97M-V/def2-TZVPD

Positions of all 6 atoms, in Å:
C1 -0.822 0.109 -0.626
C2 -1.547 0.989 -0.273
Br1 -2.572 2.351 0.212
H1 -0.365 -0.604 -1.245
I1 1.691 0.015 1.911
H2 2.720 -0.416 2.984

Calculated values
E_tot ... -80246.826 eV
SMILES ... C#CBr.I
Total charge ... 0
Molar mass ... 232.846 g mol⁻¹
HOMO level ... -9.92 eV